An isolated ion of composition C8H8FN2O2 and charge -1 at a distorted geometry. Source: the Open Molecules 2025 dataset; level of theory: the ωB97M-V functional and the def2-TZVPD basis.

XYZ file:
```
21
Properties=species:S:1:pos:R:3:lowdin_charge:R:1
N 1.903 -0.580 1.291 0.100
C 1.884 0.267 0.218 -0.370
C 3.101 0.777 -0.299 -0.302
O 4.215 0.590 0.188 -0.032
C 0.688 0.703 -0.364 -0.025
C -0.655 0.217 -0.231 -0.271
C -0.963 -1.125 0.198 -0.096
C -0.332 -2.263 -0.113 -0.174
F 0.789 -2.312 -0.855 -0.022
C -1.750 1.049 -0.606 -0.043
C -3.138 0.869 -0.406 -0.216
N -3.717 -0.152 0.194 -0.199
O -4.915 -0.135 0.578 -0.183
H 1.110 -0.645 1.873 0.071
H 2.715 -1.220 1.408 0.117
H 2.867 1.378 -1.331 0.141
H 0.676 1.571 -0.989 0.081
H -2.022 -1.025 0.688 0.116
H -0.650 -3.345 -0.005 0.116
H -1.380 2.004 -1.111 0.116
H -3.757 1.661 -0.760 0.072
```

orbital gap (alpha / beta): 6.20 / 6.21 eV
total energy: -669.39558 Eh
charge: -1
HOMO level (alpha / beta): -3.146 / -3.142 eV
F_max: 0.0498 hartree/bohr